98
Properties=species:S:1:pos:R:3:forces:R:3 method="wB97M-V/def2-TZVPD" molar_mass_g_mol=1171.17 homo_ev="-6.83 / -6.82" e_above_lowest_kj_mol=188.0 total_energy_ha=-9747.33762 largest_force_ev_per_a=2.077 gap_ev="5.80 / 5.80"
H -0.6256 4.7084 3.4854 0.09 0.04 0.02
C 0.5334 -5.9469 0.7296 0.16 -0.36 -0.19
C -1.9314 -4.2124 0.9278 -0.37 -0.05 -0.05
H 1.0445 3.5748 2.0406 0.01 -0.07 -0.16
Pt 1.4383 -0.4192 0.8142 -0.30 1.97 -0.60
H -2.7554 -2.3673 -5.1930 0.00 -0.01 0.00
C -3.5696 0.9564 0.8892 -0.08 -0.06 -0.04
S -0.2514 1.3069 1.8857 0.59 -0.17 0.02
C 3.6341 1.2940 2.0741 0.05 -0.07 0.03
H 5.5163 -0.3027 -3.1238 -0.04 -0.03 0.02
C -0.4248 -0.7432 4.2126 -0.04 0.30 0.18
H -0.3990 -5.2917 3.6286 0.02 0.18 -0.07
C -3.2903 0.7830 -4.0731 0.05 -0.05 -0.17
P 0.9023 0.0820 -1.4344 -0.43 -0.81 0.23
H -5.1828 2.2762 1.4022 0.00 -0.02 -0.02
H -2.3886 -3.3301 1.3906 0.02 -0.08 -0.08
H 0.9180 5.5305 -3.1051 -0.02 -0.04 0.00
Cl 4.3910 -1.0619 5.8052 0.00 0.02 0.02
H 3.6464 0.8661 -2.0463 -0.02 -0.08 -0.03
C 0.3933 4.1335 -1.5591 0.01 0.00 -0.06
H -2.1188 -0.4337 0.1566 -0.04 0.06 0.04
H -2.3973 -1.5562 4.5500 0.07 0.10 0.00
H 0.6969 0.6962 5.2868 0.09 -0.05 0.06
H -3.5347 1.3331 -3.1745 0.00 0.03 0.05
C -2.8464 -1.2864 -5.2064 -0.01 0.11 -0.09
H -0.5907 -3.5268 3.6696 0.10 -0.09 0.00
C 4.3752 -2.0716 -3.5636 -0.05 0.02 0.04
H 0.6408 5.8600 3.0145 -0.02 -0.11 0.07
N 0.3335 0.5052 4.3666 -0.28 -0.20 -0.18
C -1.8690 -0.6051 4.6681 -0.05 0.09 0.01
C 0.4181 2.8066 -1.1514 0.05 0.02 -0.06
H -2.9620 1.2260 1.7460 -0.07 -0.03 -0.09
H 0.6458 5.1592 4.6393 -0.02 0.00 -0.09
C 4.5501 -0.7890 -3.0566 -0.01 0.00 -0.01
C -0.0041 -4.3434 3.2365 -0.08 -0.04 0.37
C -3.1572 -0.6034 -4.0318 -0.07 0.09 -0.07
H -2.4798 -5.1045 1.2631 0.03 0.18 -0.06
C 0.9191 4.4924 -2.7945 0.01 -0.04 0.04
H 2.3481 4.0602 3.1091 0.12 -0.03 0.01
H 1.8386 3.7874 -4.6061 -0.02 -0.03 0.10
H 1.4227 2.5978 4.7972 0.07 0.00 0.01
C -4.8127 1.5426 0.6962 0.00 -0.05 -0.08
H -2.6264 1.3245 -7.3576 -0.01 -0.02 0.03
H -2.0465 -4.1264 -0.1582 -0.05 -0.04 0.12
C -3.1017 1.4729 -5.2669 0.01 -0.08 0.05
C 2.9742 0.0730 2.1976 -0.43 -1.00 0.77
C -2.7769 0.7854 -6.4299 -0.01 -0.05 0.05
H -1.2687 -1.9466 -0.9294 0.01 -0.03 -0.02
C -3.0908 0.0166 -0.0209 -0.08 0.08 0.09
H 0.4206 -5.9917 -0.3591 0.05 -0.05 0.12
H -0.0314 4.8903 -0.9074 0.02 -0.07 -0.05
H -0.3788 -1.0288 3.1720 0.10 -0.09 -0.29
H -2.3837 0.1522 4.0696 0.02 -0.09 0.05
C -2.6503 -0.5983 -6.3988 0.01 0.03 0.06
Cl 5.2652 3.3432 2.8422 -0.08 -0.04 -0.07
H 1.1228 -2.5308 -2.7690 0.02 0.04 -0.04
H -6.5592 1.6267 -0.5545 0.02 -0.01 0.00
C 1.4728 2.1869 -3.2246 -0.04 0.06 0.00
H 0.0986 -1.5020 4.7848 0.09 -0.08 0.07
Si -0.1356 -4.3496 1.3855 0.09 0.51 0.16
H -0.9123 -2.4612 -2.5517 0.07 -0.06 -0.02
C 4.4852 1.8153 3.0529 -0.04 0.00 -0.16
H -2.4001 -1.1423 -7.3025 -0.02 0.02 0.04
Cl 3.3922 2.2268 0.6260 -0.18 0.01 -0.12
H 1.0268 -4.2493 3.5722 -0.02 -0.06 0.05
C 4.7007 1.0993 4.2237 0.02 0.06 0.00
H 1.8790 1.4324 -3.8877 0.01 0.04 0.03
C 0.9755 1.8255 -1.9717 0.12 0.16 0.25
C -3.8491 -0.3393 -1.1344 -0.11 0.06 0.06
H -1.3301 0.4956 -1.8788 -0.12 0.12 -0.03
C 2.2353 -0.7331 -2.3641 0.01 -0.02 0.05
C -1.3607 -1.6583 -1.9728 -0.07 0.28 -0.18
C -0.6970 -0.3106 -2.2487 0.10 -0.42 0.07
H 5.2076 -2.5953 -4.0181 -0.03 0.03 -0.01
Cl 5.6964 1.7465 5.4722 0.00 -0.01 0.00
H -3.1996 2.5519 -5.2835 -0.01 -0.03 0.00
Cl 2.6353 -2.2362 3.5538 -0.07 0.10 0.00
C 0.4364 4.9496 3.5857 -0.10 0.05 0.04
H -1.9245 -0.3131 5.7209 -0.02 -0.03 -0.07
H 1.5964 -6.0555 0.9675 -0.13 0.00 -0.04
C 3.2840 -0.6418 3.3557 0.19 0.05 0.09
H -5.7178 -0.0460 -2.1543 -0.04 0.01 -0.05
C 4.1071 -0.1490 4.3683 -0.05 -0.16 0.00
C 1.4473 3.5168 -3.6306 -0.03 -0.08 0.01
H 0.0143 2.5318 -0.1831 0.09 0.10 -0.13
H -0.0144 -6.7923 1.1697 0.09 0.13 -0.10
As -3.2821 -1.6939 -2.4125 0.03 -0.07 0.04
C 0.4400 1.4728 3.4500 0.04 0.09 0.27
C 1.2911 3.8050 3.0691 -0.10 -0.18 0.17
C -5.5840 1.1794 -0.4032 0.03 -0.01 0.02
N 1.0856 2.5788 3.8464 -0.03 0.12 -0.29
C -5.1076 0.2386 -1.3058 0.07 0.08 0.16
H -0.5615 -0.1363 -3.3158 -0.03 0.01 -0.13
C 3.1348 -2.6852 -3.4684 -0.02 0.07 0.01
C 2.0709 -2.0233 -2.8671 0.04 0.03 -0.15
C 3.4906 -0.1262 -2.4572 0.03 0.00 0.10
Se 0.9978 -2.7715 0.1918 1.02 -0.28 -0.21
H 2.9908 -3.6865 -3.8553 0.01 0.03 0.03